No. 1
Formula: C5H7NO
Source: the Open Molecules 2025 dataset
Level of theory: ωB97M-V/def2-TZVPD

Calculated values
HOMO level: -8.7077 eV
largest force on an atom: 0.0900 Eh/bohr
energy relative to the best compared isomer or geometry (same formula, charge and spin): 105.4 kcal per mole
electronic energy: -324.55653 a.u.
total charge: 0

```
14
Properties=species:S:1:pos:R:3:mulliken_charge:R:1
C -2.057 -1.661 -0.427 -0.199
C -1.175 -0.852 -0.108 -0.577
C 0.731 0.491 1.399 -0.104
C 1.003 -0.362 -1.178 -1.449
C -0.132 0.114 -0.296 0.913
N 0.421 1.562 1.897 -0.461
O -0.633 1.340 -0.668 -0.513
H -2.812 -2.311 -0.813 0.399
H 1.534 -0.240 1.712 0.313
H 1.242 -1.247 -0.665 0.396
H 1.744 0.357 -1.332 0.406
H 0.651 -0.549 -2.319 0.296
H 0.774 1.783 2.805 0.251
H -1.291 1.576 -0.006 0.330
```



No. 2
Formula: C2H6O2Sn
Source: the Open Molecules 2025 dataset
Level of theory: ωB97M-V/def2-TZVPD

Calculated values
<S²>: 0.7525
HOMO level (spin up / spin down): -12.8522 / -13.5306 eV
largest force on an atom: 0.0461 Eh/bohr
energy relative to the best compared isomer or geometry (same formula, charge and spin): 19.4 kcal per mole
electronic energy: -444.22432 a.u.
total charge: +1
multiplicity: 2

```
11
Properties=species:S:1:pos:R:3:mulliken_spin:R:1
Sn 2.580 1.932 -2.374 1.011
C -0.168 -0.321 -0.638 -0.004
C -0.997 0.061 0.606 -0.008
O -0.815 -0.704 1.770 0.000
O 1.142 0.140 -0.462 -0.004
H -0.563 0.231 -1.490 0.014
H -0.190 -1.399 -0.797 -0.006
H -2.043 0.156 0.317 0.000
H -0.678 1.053 0.927 0.001
H 0.129 -0.793 1.919 0.000
H 1.602 -0.355 0.221 -0.004
```



No. 3
Formula: C10H11NO2S
Source: the Open Molecules 2025 dataset
Level of theory: ωB97M-V/def2-TZVPD

Calculated values
HOMO level: -8.8694 eV
largest force on an atom: 0.0660 Eh/bohr
energy relative to the best compared isomer or geometry (same formula, charge and spin): 7.2 kcal per mole
electronic energy: -991.02163 a.u.
structure (SMILES): CO/C(=N/C(=O)CS)c1ccccc1
total charge: 0

```
25
Properties=species:S:1:pos:R:3:mulliken_charge:R:1
C 1.926 2.384 -0.415 -0.525
O 0.490 2.298 -0.453 -0.406
C -0.208 1.155 -0.177 0.300
N -1.472 1.161 -0.030 -0.288
C -2.448 0.286 -0.300 0.603
O -2.586 -0.266 -1.365 -0.591
C -3.396 0.226 0.854 -0.594
S -5.015 -0.689 0.730 -0.218
C 0.627 -0.124 -0.059 0.035
C 0.954 -0.633 1.190 -0.017
C 1.898 -1.661 1.240 -0.834
C 2.431 -2.087 0.035 -0.308
C 2.011 -1.657 -1.172 -0.465
C 1.107 -0.651 -1.272 -0.194
H 2.313 3.000 -1.252 0.260
H 2.442 1.420 -0.540 0.238
H 2.206 2.798 0.551 0.262
H -2.969 -0.363 1.665 0.209
H -3.739 1.262 1.182 0.360
H -5.543 -0.126 -0.397 0.121
H 0.317 -0.204 1.976 0.386
H 2.307 -2.140 2.073 0.449
H 3.213 -2.841 0.103 0.356
H 2.429 -2.256 -1.996 0.335
H 0.707 -0.294 -2.171 0.526
```



No. 4
Formula: C54H58BN9O2P2RuS
Source: the Open Molecules 2025 dataset
Level of theory: ωB97M-V/def2-TZVPD

Calculated values
<S²>: 0.7594
HOMO level (spin up / spin down): -9.5570 / -9.6857 eV
largest force on an atom: 0.0071 Eh/bohr
energy relative to the best compared isomer or geometry (same formula, charge and spin): 0.0 kcal per mole
electronic energy: -3936.61716 a.u.
total charge: +1
multiplicity: 2

```
128
Properties=species:S:1:pos:R:3:mulliken_spin:R:1
Ru -0.230 0.339 0.751 0.598
C 0.357 -2.406 2.961 -0.009
C -0.069 -1.090 3.514 0.007
C -0.293 -0.759 4.852 0.013
C -0.673 0.570 4.857 0.004
C -1.043 1.448 6.004 0.000
N -0.663 1.001 3.585 0.005
N -0.293 -0.010 2.764 0.011
B -1.156 2.334 2.974 0.003
N -2.349 2.006 2.061 -0.008
N -2.218 1.082 1.071 -0.013
C -3.434 0.892 0.559 0.002
C -3.741 -0.069 -0.535 0.002
C -4.356 1.706 1.222 0.009
C -3.629 2.399 2.167 0.004
C -4.090 3.434 3.135 -0.001
N -0.021 2.939 2.136 -0.003
N 0.477 2.245 1.086 -0.013
C 1.441 2.982 0.538 -0.014
C 2.266 2.554 -0.627 0.005
C 1.564 4.178 1.254 0.003
C 0.615 4.117 2.255 -0.002
C 0.261 5.131 3.288 0.000
H 0.963 -2.935 3.695 0.001
H 0.942 -2.273 2.055 0.004
H -0.509 -3.025 2.717 0.000
H -0.177 -1.405 5.706 0.001
H -0.919 0.900 6.936 0.000
H -2.080 1.777 5.936 0.000
H -0.415 2.338 6.042 0.000
H -1.482 3.088 3.838 0.000
H -2.859 -0.641 -0.806 -0.004
H -4.113 0.446 -1.420 0.000
H -4.516 -0.765 -0.212 0.000
H -5.412 1.784 1.029 0.000
H -5.170 3.544 3.060 0.000
H -3.632 4.400 2.916 0.000
H -3.840 3.169 4.162 0.000
H 1.854 1.669 -1.098 0.002
H 3.288 2.333 -0.311 0.000
H 2.322 3.355 -1.367 0.000
H 2.251 4.984 1.058 0.000
H 0.975 5.951 3.253 0.000
H 0.272 4.705 4.292 0.000
H -0.736 5.537 3.108 0.000
O -0.994 -1.654 0.377 -0.010
P -0.641 -2.665 -0.676 -0.012
C 0.068 -1.893 -2.167 0.022
P -0.412 -0.183 -2.551 -0.005
O -0.438 0.730 -1.356 -0.014
C 0.826 0.381 -3.729 0.000
C 1.440 -0.474 -4.642 0.001
C 2.370 0.026 -5.541 0.000
C 2.682 1.379 -5.537 0.000
C 2.059 2.235 -4.638 0.000
C 1.130 1.740 -3.737 -0.002
C -1.973 -0.152 -3.422 0.003
C -2.585 1.098 -3.525 0.002
C -3.774 1.224 -4.221 0.000
C -4.361 0.108 -4.805 0.000
C -3.758 -1.137 -4.695 0.000
C -2.559 -1.268 -4.008 -0.001
C -2.110 -3.573 -1.162 0.000
C -3.252 -3.459 -0.377 0.000
C -4.392 -4.178 -0.710 0.000
C -4.390 -5.008 -1.821 0.000
C -3.244 -5.136 -2.600 0.000
C -2.104 -4.425 -2.267 0.000
C 0.576 -3.907 -0.210 0.000
C 1.931 -3.572 -0.170 0.001
C 2.866 -4.503 0.243 0.001
C 2.456 -5.774 0.629 0.000
C 1.111 -6.111 0.601 0.000
C 0.171 -5.181 0.182 -0.001
H -0.099 -2.551 -3.022 0.000
H 1.149 -1.847 -2.018 -0.002
H 1.208 -1.532 -4.661 0.000
H 2.850 -0.640 -6.246 0.000
H 3.409 1.766 -6.237 0.000
H 2.304 3.289 -4.638 0.000
H 0.640 2.397 -3.030 -0.001
H -2.150 1.962 -3.037 -0.001
H -4.247 2.194 -4.294 0.000
H -5.294 0.208 -5.343 0.000
H -4.220 -2.007 -5.141 0.000
H -2.106 -2.247 -3.923 0.000
H -3.240 -2.805 0.484 0.000
H -5.281 -4.090 -0.100 0.000
H -5.280 -5.565 -2.080 0.000
H -3.241 -5.795 -3.457 0.000
H -1.205 -4.554 -2.860 0.000
H 2.261 -2.579 -0.446 0.001
H 3.916 -4.239 0.261 0.000
H 3.188 -6.503 0.950 0.000
H 0.791 -7.098 0.904 0.000
H -0.878 -5.450 0.166 0.000
N -2.986 4.608 -2.681 0.000
C -1.899 4.666 -1.847 0.000
N -0.717 4.883 -2.471 0.000
S -2.002 4.398 -0.221 0.000
H -2.970 5.161 -3.525 0.000
H -3.869 4.597 -2.196 0.000
H -0.669 5.145 -3.442 0.000
H 0.081 5.048 -1.882 0.000
N 1.569 -0.223 0.595 0.393
C 2.747 -0.343 1.025 -0.008
C 3.897 -0.537 0.083 -0.023
C 5.209 -0.656 0.536 -0.007
C 6.254 -0.807 -0.368 0.004
C 6.009 -0.827 -1.731 -0.005
C 4.706 -0.683 -2.196 0.009
C 3.668 -0.539 -1.294 0.044
C 3.011 -0.321 2.504 0.008
C 2.723 0.829 3.235 -0.005
C 2.904 0.845 4.609 -0.006
C 3.363 -0.289 5.265 0.004
C 3.653 -1.437 4.542 0.001
C 3.485 -1.450 3.165 -0.001
H 5.420 -0.625 1.596 -0.001
H 7.268 -0.900 0.001 0.000
H 6.828 -0.940 -2.429 0.000
H 4.500 -0.670 -3.259 0.001
H 2.659 -0.372 -1.649 -0.007
H 2.359 1.708 2.721 0.007
H 2.683 1.745 5.169 0.001
H 3.499 -0.277 6.339 0.000
H 4.010 -2.323 5.051 0.000
H 3.703 -2.350 2.600 0.001
```



No. 5
Formula: C22H27Cl2N6PtS
Source: the Open Molecules 2025 dataset
Level of theory: ωB97M-V/def2-TZVPD

Calculated values
HOMO level (spin up / spin down): -10.8406 / -10.8403 eV
largest force on an atom: 0.0098 Eh/bohr
energy relative to the best compared isomer or geometry (same formula, charge and spin): 0.0 kcal per mole
electronic energy: -2620.69474 a.u.
total charge: +1

```
59
Properties=species:S:1:pos:R:3:mulliken_charge:R:1
Pt 0.564 -1.059 -0.304 0.642
C -3.256 0.451 1.343 -2.185
C -1.919 1.089 1.034 1.076
C -0.815 0.775 1.848 0.753
C -0.987 -0.251 2.944 -1.946
C 0.378 1.497 1.719 1.090
C 1.545 1.200 2.628 -2.289
C 0.471 2.518 0.758 1.304
C 1.709 3.380 0.705 -2.507
C -0.584 2.742 -0.129 1.110
C -0.438 3.767 -1.229 -2.299
C -1.791 2.038 0.019 1.138
C -2.961 2.350 -0.885 -2.222
H -3.353 -0.564 0.942 0.204
H -4.083 1.040 0.958 0.481
H -3.401 0.373 2.420 0.481
H -1.383 0.220 3.848 0.371
H -0.051 -0.727 3.221 0.415
H -1.677 -1.042 2.655 0.371
H 1.420 1.675 3.605 0.368
H 2.485 1.547 2.208 0.504
H 1.656 0.132 2.810 0.308
H 2.480 2.943 0.064 0.374
H 2.140 3.510 1.695 0.478
H 1.487 4.375 0.328 0.541
H -0.890 4.723 -0.951 0.376
H -0.924 3.445 -2.149 0.312
H 0.604 3.953 -1.473 0.528
H -2.641 2.579 -1.901 0.347
H -3.516 3.223 -0.530 0.375
H -3.664 1.522 -0.945 0.415
N 5.158 -2.887 1.188 -0.645
C 4.897 -1.817 0.834 0.534
N 4.607 -0.586 0.444 -0.655
C 3.425 -0.362 0.067 0.740
N 2.345 -0.090 -0.321 -0.473
Cl -0.323 0.135 -2.259 -0.226
C -1.856 -0.660 -2.193 1.258
C -2.859 -0.301 -3.049 -0.874
C -4.064 -1.006 -2.970 -0.290
C -4.252 -2.054 -2.079 -0.699
C -3.223 -2.423 -1.237 0.968
Cl -3.446 -3.713 -0.143 -0.136
C -1.979 -1.719 -1.250 -1.041
N -1.009 -2.064 -0.400 -0.096
H -2.727 0.501 -3.760 0.479
H -4.874 -0.727 -3.630 0.438
H -5.193 -2.583 -2.041 0.472
C 2.768 -6.048 0.305 -1.120
N 2.610 -4.654 0.691 0.045
C 1.470 -4.009 0.660 0.520
N 0.360 -4.589 0.222 -0.225
S 1.446 -2.397 1.347 -0.572
H 3.812 -6.315 0.434 0.353
H 2.502 -6.198 -0.743 0.365
H 2.158 -6.694 0.938 0.371
H 3.457 -4.119 0.891 0.224
H 0.366 -5.518 -0.164 0.214
H -0.504 -4.062 0.260 0.155
```



No. 6
Formula: C10H16Cl16O7P2
Source: the Open Molecules 2025 dataset
Level of theory: ωB97M-V/def2-TZVPD

Calculated values
HOMO level: -10.0059 eV
largest force on an atom: 0.0145 Eh/bohr
electronic energy: -8963.26694 a.u.
structure (SMILES): CCC(=O)OCCO[P@](=O)(O)OP(O)Cl.ClC(Cl)Cl.ClC(Cl)Cl.ClC(Cl)Cl.ClC(Cl)Cl.ClC(Cl)Cl
total charge: 0

```
51
Properties=species:S:1:pos:R:3:mulliken_charge:R:1
C 3.352 0.942 -0.012 -0.203
C 3.948 1.732 1.162 -0.074
C 2.904 2.597 1.833 0.327
O 2.920 2.906 2.993 -0.578
O 1.910 3.021 0.990 -0.302
C 0.586 2.837 1.485 -0.320
C -0.290 2.606 0.268 -0.303
O -1.655 2.963 0.502 -0.355
P -2.644 2.057 1.338 0.743
O -3.948 2.677 1.470 -0.681
O -1.922 1.700 2.716 -0.392
O -2.664 0.646 0.575 -0.011
P -1.978 -0.825 0.848 0.325
O -0.494 -0.415 1.405 -0.433
Cl -2.869 -1.356 2.606 -0.182
H 2.321 0.664 0.215 -0.216
H 3.924 0.045 -0.230 0.216
H 3.297 1.562 -0.904 0.193
H 4.761 2.383 0.832 0.258
H 4.349 1.049 1.908 0.176
H 0.566 1.969 2.146 0.342
H 0.224 3.684 2.071 0.342
H 0.061 3.242 -0.542 0.418
H -0.231 1.577 -0.086 0.160
H -1.938 2.480 3.283 0.310
H 0.154 -0.911 0.892 0.321
Cl -3.824 -1.682 -4.866 -0.096
C -4.262 -1.737 -3.162 0.020
Cl -5.237 -3.163 -2.805 -0.129
Cl -2.832 -1.694 -2.123 -0.146
H -4.855 -0.860 -2.938 0.274
Cl 6.344 -3.687 1.760 -0.122
C 5.465 -2.254 2.281 0.009
Cl 5.974 -0.834 1.367 -0.099
Cl 3.721 -2.495 2.129 -0.109
H 5.687 -2.080 3.325 0.327
Cl -7.763 -1.700 -7.901 -0.122
C -6.560 -2.990 -7.926 0.007
Cl -5.011 -2.391 -8.526 -0.119
Cl -6.377 -3.712 -6.331 -0.073
H -6.907 -3.756 -8.607 0.315
Cl 5.717 -1.566 -4.956 -0.124
C 6.137 -0.539 -3.587 0.018
Cl 5.004 0.804 -3.438 -0.108
Cl 6.214 -1.477 -2.095 -0.087
H 7.120 -0.125 -3.768 0.296
Cl -1.976 -0.594 6.735 -0.120
C -3.710 -0.691 6.424 0.142
Cl -4.097 -2.118 5.466 -0.128
Cl -4.624 -0.670 7.931 -0.133
H -3.993 0.180 5.848 0.228
```